[1]
6
Properties=species:S:1:pos:R:3 method="wB97M-V/def2-TZVPD" charge=+1 homo_energy_ev=-15.8 orbital_gap_ev=9.0 relative_energy_kcal_mol=49.2
O -2.3990 0.0253 -0.0254
C -3.3002 0.6997 0.0952
O 1.5848 -0.4004 0.3447
C 2.6953 0.0704 -0.2019
O 1.9687 1.0863 0.0143
Cu -0.5496 -1.4813 -0.2270

---

[2]
16
Properties=species:S:1:pos:R:3 method="wB97M-V/def2-TZVPD" smiles="C=CCCOC" homo_energy_ev=-8.4 orbital_gap_ev=9.4 relative_energy_kcal_mol=67.3
C 0.1446 0.9612 1.2783
C -1.0542 1.1759 0.7321
C -1.6871 -0.0073 0.0707
C -0.5783 -0.3351 -1.0113
O 0.7805 0.0916 -0.6288
C 1.8141 -0.8225 -0.3014
H 0.4295 -0.0199 1.6611
H 0.9132 1.7191 1.3587
H -1.2628 2.1402 0.2712
H -2.6654 0.2491 -0.3761
H -1.8809 -0.8594 0.7361
H -0.5090 -1.3927 -1.2517
H -0.8255 0.2594 -1.8991
H 1.5282 -1.6037 0.4212
H 2.1874 -1.2666 -1.2249
H 2.6655 -0.2892 0.1639

---

[3]
9
Properties=species:S:1:pos:R:3 method="wB97M-V/def2-TZVPD" smiles=O.O.O homo_energy_ev=-8.5 orbital_gap_ev=9.3 relative_energy_kcal_mol=58.8
O 1.2316 0.8240 1.3365
H 1.2460 -0.1200 1.5306
H 2.0679 1.1487 1.6890
O -1.6012 0.0773 -0.4420
H -1.4599 0.4486 0.4361
H -1.2164 0.7302 -1.0374
O 0.0690 -0.7443 -0.9567
H -0.4486 -1.4952 -0.6447
H 0.1116 -0.8693 -1.9114

---

[4]
122
Properties=species:S:1:pos:R:3 method="wB97M-V/def2-TZVPD" charge=+2 homo_energy_ev=-12.0 orbital_gap_ev=4.8 relative_energy_kcal_mol=24.3
Au -0.1442 0.4317 -0.2241
C 1.9985 0.4660 -0.6719
Si 2.6303 2.2160 -1.0007
C 1.2876 3.2248 -0.0808
N -0.0792 2.8454 -0.4439
C -0.3342 3.2135 -1.8485
C -1.8104 3.4687 -2.1681
C -2.6999 2.6876 -1.2179
C -2.4731 3.1703 0.2128
C -1.0083 3.5514 0.4436
C 2.8586 2.5603 -2.8514
C 3.4172 1.5590 -3.6432
C 3.5334 1.7115 -5.0119
C 3.0960 2.8799 -5.6142
C 2.5790 3.9034 -4.8384
C 2.4879 3.7542 -3.4663
C 4.3163 2.5596 -0.1785
C 5.3999 1.7526 -0.5082
C 6.6215 1.9252 0.1163
C 6.7771 2.9217 1.0638
C 5.7116 3.7438 1.3839
C 4.4883 3.5712 0.7593
H 2.4280 0.0407 0.2286
H 2.1581 -0.2289 -1.4882
H 1.4142 4.3044 -0.2209
H 1.4119 3.0169 0.9834
H 0.0617 2.4124 -2.4741
H 0.2254 4.1237 -2.0841
H -2.0092 3.1731 -3.1976
H -2.0415 4.5321 -2.0825
H -2.4491 1.6292 -1.3026
H -3.7474 2.7986 -1.4944
H -2.7768 2.3946 0.9209
H -3.0905 4.0484 0.4068
H -0.7215 3.3302 1.4746
H -0.8804 4.6324 0.2923
H 3.7677 0.6526 -3.1708
H 3.9652 0.9236 -5.6111
H 3.1782 2.9990 -6.6827
H 2.2516 4.8219 -5.3010
H 2.1268 4.5792 -2.8722
H 5.2868 0.9814 -1.2545
H 7.4494 1.2813 -0.1430
H 7.7323 3.0648 1.5445
H 5.8258 4.5233 2.1231
H 3.6683 4.2261 1.0120
S -2.7192 -0.3017 0.1855
C -3.1982 0.0678 1.7578
N -4.4882 0.0342 2.1021
C -4.8640 0.0103 3.5012
C -3.9830 0.9672 4.2830
N -2.5872 0.6770 4.0159
C -1.6715 0.6886 5.1414
C -1.8147 -0.5776 5.9557
C -1.4679 -1.8067 5.4016
C -1.5497 -2.9598 6.1602
C -1.9814 -2.8975 7.4742
C -2.3514 -1.6815 8.0216
C -2.2735 -0.5253 7.2640
C -2.1937 0.3384 2.7921
S -0.5478 0.1890 2.4450
C -5.5817 -0.0804 1.1469
C -6.5186 1.0950 1.3033
C -6.1083 2.3578 0.8917
C -6.9292 3.4570 1.0738
C -8.1645 3.3034 1.6830
C -8.5905 2.0454 2.0740
C -7.7704 0.9451 1.8870
H -4.7520 -1.0105 3.8867
H -5.9120 0.3059 3.5834
H -4.1645 0.8605 5.3520
H -4.2005 2.0017 3.9892
H -1.8808 1.5632 5.7601
H -0.6498 0.7610 4.7550
H -1.1220 -1.8590 4.3795
H -1.2660 -3.9072 5.7280
H -2.0246 -3.7935 8.0726
H -2.6960 -1.6257 9.0421
H -2.5548 0.4235 7.7002
H -6.1088 -1.0230 1.3254
H -5.1548 -0.0961 0.1446
H -5.1443 2.4741 0.4204
H -6.6075 4.4328 0.7409
H -8.7988 4.1594 1.8425
H -9.5612 1.9173 2.5303
H -8.1127 -0.0349 2.1869
Cl 1.2725 -0.7402 -6.9243
C 1.3962 -2.0069 -5.7653
C 2.0688 -1.7836 -4.5719
C 2.1527 -2.8006 -3.6412
C 1.5708 -4.0408 -3.8746
C 1.6081 -5.1197 -2.8134
C 0.3155 -5.0544 -1.9618
N 0.3154 -3.8914 -1.1183
C 0.8860 -3.8274 0.1186
C 0.7511 -2.5413 0.5434
N 0.1124 -1.8274 -0.4214
C -0.1335 -2.6611 -1.4099
O 2.6930 -4.9763 -1.9238
C 3.9474 -5.3248 -2.4692
C 5.0347 -4.7041 -1.6501
C 6.3733 -5.0275 -1.7759
Cl 7.0325 -6.1723 -2.8418
S 7.3768 -4.1105 -0.7030
C 5.9990 -3.2951 -0.0891
C 4.8380 -3.7059 -0.6749
C 0.9060 -4.2482 -5.0841
Cl 0.1610 -5.7704 -5.4281
C 0.8208 -3.2409 -6.0319
H 2.5124 -0.8205 -4.3833
H 2.6874 -2.6441 -2.7154
H 1.6288 -6.1071 -3.2969
H 0.2657 -5.9388 -1.3243
H -0.5478 -5.0364 -2.6282
H 1.3330 -4.6784 0.5855
H 1.0501 -2.0859 1.4653
H -0.6437 -2.4030 -2.3158
H 4.0294 -4.9645 -3.5060
H 4.0704 -6.4187 -2.4881
H 6.1198 -2.5539 0.6774
H 3.8654 -3.3295 -0.4170
H 0.3085 -3.4165 -6.9643

---

[5]
29
Properties=species:S:1:pos:R:3 method="wB97M-V/def2-TZVPD" smiles="[H]/N=C(/C)C[PH3]CCN.CC#N" homo_energy_ev=-8.0 orbital_gap_ev=8.6 relative_energy_kcal_mol=10.4
H 1.8348 3.0067 2.1691
N 0.8962 3.4089 2.2120
C 0.0475 2.5286 2.5714
C -1.3959 2.9548 2.6735
C 0.3440 1.0939 2.8014
P -0.0164 0.0783 1.1781
C -0.2474 -0.9041 -0.4362
C -0.2155 0.0061 -1.6550
N -1.4518 0.8176 -1.6911
H -1.4601 4.0353 2.7912
H -1.9240 2.6815 1.7534
H -1.9113 2.4568 3.4984
H 1.4054 0.9496 3.0320
H -0.2623 0.6681 3.6084
H 0.7710 1.0556 0.4828
H 0.5146 -1.0661 1.8354
H -1.4003 0.2976 1.3296
H -1.2417 -1.3618 -0.3702
H 0.5153 -1.6880 -0.4734
H 0.6634 0.6627 -1.6072
H -0.1047 -0.5745 -2.5748
H -1.8988 0.7584 -2.5979
H -1.2433 1.7989 -1.5511
C 1.0219 -4.2959 -3.3723
C 1.7603 -3.1972 -2.7631
N 2.3330 -2.3327 -2.2723
H 1.6872 -5.1392 -3.5472
H 0.2165 -4.6090 -2.7104
H 0.5968 -3.9766 -4.3220